Entry from OMol25: a structure of composition C17H25Cl5N7O3PdS (ωB97M-V/def2-TZVPD).

Calculated values
Highest occupied orbital energy (alpha / beta), eV: -16.0 / -16.0
Maximum force, eV/A: 0.16
2S+1: 5
Total charge: +3
HOMO-LUMO gap (alpha / beta), eV: 7.046 / 3.516

Each line ends with the Mulliken charge.
Positions of all 59 atoms, in Å:
Pd (-0.12078, -0.31223, 0.68397)  0.614
Cl (4.59884, -3.19860, 6.33662)  -0.056
C (3.36131, -2.58920, 5.37233)  0.298
C (3.64045, -2.08430, 4.09396)  0.183
Cl (5.21835, -2.08611, 3.52235)  -0.046
C (2.60144, -1.57213, 3.27613)  0.630
Cl (2.93326, -0.95879, 1.75318)  -0.034
C (1.21149, -1.54338, 3.71171)  -0.295
O (0.30097, -1.10477, 3.01431)  -0.397
C (0.95729, -2.07618, 5.04645)  0.409
Cl (-0.60236, -2.07703, 5.59406)  0.017
C (2.02881, -2.58883, 5.85449)  0.295
Cl (1.69025, -3.18822, 7.36491)  0.012
C (0.64648, 4.36796, 1.83455)  -1.036
N (-0.73077, 3.88740, 1.75685)  0.126
C (-1.82358, 4.85436, 1.88622)  -1.031
C (-0.94187, 2.59178, 1.46721)  0.494
N (0.00958, 1.71072, 1.34965)  -0.242
N (-2.27783, 2.24787, 1.29262)  -0.052
C (-2.87451, 1.01306, 1.13513)  0.639
N (-4.22017, 1.05838, 1.14136)  -0.398
N (-2.19858, -0.07669, 0.97926)  -0.143
H (0.63605, 5.42812, 2.06121)  0.269
H (1.16852, 4.22925, 0.88517)  0.391
H (1.19401, 3.86497, 2.63431)  0.375
H (-1.41185, 5.79448, 2.23600)  0.280
H (-2.55157, 4.53303, 2.63285)  0.407
H (-2.31563, 5.04637, 0.92924)  0.388
H (0.92323, 2.11461, 1.49499)  0.041
H (-2.91458, 3.02644, 1.26485)  0.150
H (-4.73001, 1.86380, 1.46256)  0.185
H (-4.75384, 0.21902, 0.99392)  0.206
H (-2.76439, -0.91270, 0.91484)  0.057
N (0.13188, 0.04600, -1.43241)  -0.442
C (-0.07973, 0.28708, -2.55063)  0.268
N (-0.30273, 0.56090, -3.79172)  0.011
C (0.17362, 1.81095, -4.42718)  -0.541
C (1.03055, 1.44424, -5.62856)  -0.558
O (0.31681, 0.59315, -6.49855)  -0.345
C (0.00205, -0.63804, -5.89040)  -0.539
C (-0.92880, -0.41910, -4.70822)  -0.523
H (0.73158, 2.39289, -3.69592)  0.428
H (-0.70366, 2.37511, -4.74715)  0.285
H (1.95875, 0.95984, -5.29843)  0.322
H (1.28411, 2.34045, -6.19118)  0.360
H (0.91923, -1.14594, -5.56201)  0.321
H (-0.48950, -1.25275, -6.64220)  0.354
H (-1.12108, -1.34202, -4.16279)  0.394
H (-1.87638, 0.00172, -5.04771)  0.263
C (-0.73292, -4.79212, -0.67696)  -1.141
S (-0.24912, -3.11202, -1.01808)  0.625
C (1.42972, -3.40385, -1.55034)  -0.986
O (-0.12710, -2.48750, 0.38135)  -0.535
H (-0.72379, -5.35001, -1.61321)  0.429
H (-1.74448, -4.76830, -0.27795)  0.371
H (-0.04339, -5.22601, 0.04482)  0.361
H (1.40584, -3.95497, -2.49080)  0.453
H (1.96073, -3.97146, -0.78786)  0.358
H (1.88980, -2.43069, -1.71321)  0.271